This record from OMol25 describes C20H16ClN5S2 in the gas phase. The level of theory is ωB97M-V/def2-TZVPD.

Structure (XYZ):
```
44
Properties=species:S:1:pos:R:3
S 2.55783 -1.32867 1.43450
C 1.18140 -0.39199 1.20299
N 0.96214 0.62431 2.10163
C 1.89549 1.10137 3.11181
C 2.77428 2.14700 2.50305
C 2.34729 3.48335 2.32206
C 3.16746 4.41531 1.69851
C 4.42677 4.05910 1.20124
C 4.86857 2.70438 1.30412
C 4.05848 1.78076 1.99380
N 0.40686 -0.58361 0.03381
C 0.38752 -1.94676 -0.59584
C -0.65345 -2.79005 0.11060
C -0.26475 -3.61371 1.16037
C -1.22127 -4.37515 1.87531
C -2.57866 -4.27936 1.51218
C -2.97602 -3.49302 0.45184
C -2.01875 -2.74925 -0.26197
C -0.20105 0.47846 -0.64460
N 0.00342 1.74840 -0.33107
C -0.65397 2.62411 -1.19268
C -0.62127 4.01689 -1.19316
Cl 0.27546 4.88195 0.04391
N -1.22627 4.70325 -2.17569
C -1.86620 3.99741 -3.13307
N -1.96883 2.64078 -3.14768
C -1.35396 1.98673 -2.19309
S -1.35161 0.24771 -1.99495
H 0.34826 1.33955 1.71506
H 1.29371 1.57187 3.89975
H 2.46214 0.28884 3.58096
H 1.36476 3.78317 2.65327
H 2.83140 5.43512 1.55332
H 5.10274 4.75244 0.73457
H 5.79683 2.40182 0.82083
H 4.39161 0.76034 2.16503
H 1.34616 -2.43099 -0.54042
H 0.14896 -1.89328 -1.69971
H 0.77028 -3.75915 1.41883
H -0.90329 -5.03262 2.64902
H -3.32717 -4.85165 2.06610
H -4.04558 -3.51161 0.16337
H -2.32159 -2.19492 -1.14393
H -2.33233 4.53516 -3.95016
```

lowest unoccupied orbital energy: -0.26 eV
SMILES: S=C(NCc1ccccc1)N(Cc1ccccc1)c1nc2c(Cl)ncnc2s1
energy above the lowest of the compared OMol25 structures with the same formula, charge and spin: 0.00 kcal/mol
total energy: -62643.23017 eV

---

This record from OMol25 describes C25H25N5PPtS2Se2 as an isolated structure. The level of theory is ωB97M-V/def2-TZVPD.

Structure (XYZ):
```
61
Properties=species:S:1:pos:R:3
Pt -0.19798 0.09790 0.22325
Se 0.49952 2.38214 -0.82678
P 0.36114 1.23884 -2.69532
Se -0.20971 -0.82827 -2.28944
C 1.88818 1.34208 -3.69771
C 2.56817 2.55093 -3.77368
C 3.66953 2.65560 -4.60357
C 4.08808 1.56035 -5.34480
C 3.41750 0.35178 -5.24606
C 2.31218 0.23792 -4.42329
C -0.81408 2.01128 -3.86091
C -0.97434 1.39247 -5.09515
C -1.77172 1.98479 -6.05542
C -2.41837 3.18070 -5.77773
C -2.28885 3.77273 -4.53178
C -1.47583 3.19310 -3.57252
H 2.23575 3.38848 -3.17229
H 4.20070 3.59232 -4.67309
H 4.94633 1.65112 -5.99429
H 3.75785 -0.50642 -5.80327
H 1.78701 -0.70418 -4.32543
H -0.46372 0.45890 -5.29065
H -1.87984 1.51495 -7.02113
H -3.02361 3.65033 -6.53766
H -2.81285 4.69238 -4.31378
H -1.33036 3.66155 -2.60766
N 3.21299 -1.84697 1.98264
C 3.97406 -1.46503 0.90616
C 5.28018 -1.74387 0.53573
C 5.72272 -1.18464 -0.64426
C 4.89890 -0.37049 -1.42880
C 3.60570 -0.07882 -1.05912
C 3.13536 -0.63999 0.12180
N 1.91652 -0.54936 0.73204
C 1.98989 -1.27295 1.83305
C 0.87693 -1.38266 2.73999
C 0.75210 -2.16133 3.85943
S -0.78122 -1.92945 4.58448
C -1.16113 -0.79880 3.34500
N -0.22689 -0.62052 2.47401
H 3.51830 -2.44306 2.73449
H 5.91703 -2.36750 1.14261
H 6.73249 -1.37531 -0.97093
H 5.28871 0.03921 -2.34725
H 2.97161 0.55960 -1.65402
H 1.46061 -2.84945 4.27229
H -2.10842 -0.29726 3.30830
C -3.58837 3.41561 -0.55424
N -2.94161 2.18287 -0.16767
C -3.41373 0.95821 -0.40708
S -2.64122 -0.38509 0.28663
N -4.52244 0.80125 -1.12503
C -5.11227 -0.48123 -1.42170
H -3.01187 4.24334 -0.15125
H -4.59679 3.46604 -0.13260
H -3.63516 3.51514 -1.64320
H -2.07506 2.22735 0.36052
H -5.03004 1.62499 -1.40890
H -4.33178 -1.19432 -1.69185
H -5.80501 -0.36738 -2.25096
H -5.64889 -0.87660 -0.55701
```

lowest unoccupied orbital energy (alpha / beta): -3.52 / -3.36 eV
net charge: +1
energy above the lowest of the compared OMol25 structures with the same formula, charge and spin: 25.02 kcal/mol
total energy: -198677.45237 eV

---

This record from OMol25 describes C22H34BrF5MnO3PS2 as an isolated structure. The level of theory is ωB97M-V/def2-TZVPD.

Structure (XYZ):
```
69
Properties=species:S:1:pos:R:3
Mn -0.42631 2.26733 -0.50245
C -3.48598 -3.98144 3.60052
C -2.82323 -2.66262 3.99610
C -3.80128 -1.88245 4.88347
C -1.56482 -2.98915 4.81086
C -2.45048 -1.82271 2.77278
C -1.82238 -0.59077 2.93812
C -1.49116 0.13939 1.82296
Br -0.60350 1.79971 2.09847
C -1.72601 -0.23123 0.48114
O -1.36435 0.52255 -0.51897
C -2.36306 -1.48356 0.32344
C -2.69536 -2.21885 1.46362
C -2.69161 -2.13422 -1.03580
C -1.91201 -3.45464 -1.14567
C -2.33849 -1.30037 -2.27315
C -4.19932 -2.42567 -1.10448
H -3.72499 -4.55094 4.50272
H -2.82727 -4.59479 2.98123
H -4.41569 -3.81769 3.05029
H -4.06495 -2.46728 5.77057
H -4.71803 -1.65224 4.33550
H -3.37019 -0.93684 5.22004
H -1.82219 -3.59712 5.68393
H -1.06909 -2.08308 5.16695
H -0.84477 -3.54208 4.20324
H -1.58380 -0.20358 3.92226
H -3.17262 -3.17688 1.30397
H -0.83743 -3.26460 -1.09840
H -2.13242 -3.94239 -2.10057
H -2.16734 -4.15203 -0.34459
H -1.27174 -1.09797 -2.34089
H -2.85313 -0.34127 -2.28540
H -2.64448 -1.87429 -3.15513
H -4.53145 -3.09742 -0.30997
H -4.44463 -2.89344 -2.06290
H -4.77072 -1.49802 -1.02153
C 5.24680 3.32316 -0.49465
C 5.11370 1.86196 -0.11951
C 4.51342 1.65064 1.25587
O 4.42376 1.16073 -1.18311
P 2.87168 0.76562 -1.29653
S 2.30865 -0.69341 -0.16783
S 1.85218 2.49602 -1.09046
O 2.83792 0.31114 -2.82360
C 3.45958 0.88388 -3.99634
C 3.45723 2.39841 -4.04468
C 4.84673 0.28956 -4.15329
H 5.87944 3.83079 0.23879
H 4.27070 3.80865 -0.51703
H 5.71017 3.42523 -1.47797
H 6.10588 1.40769 -0.13496
H 3.51704 2.08928 1.32889
H 5.16318 2.13884 1.98681
H 4.43080 0.59246 1.49651
H 2.82665 0.51512 -4.80417
H 4.06987 2.82727 -3.25029
H 2.45240 2.80458 -3.94789
H 3.87483 2.70368 -5.00856
H 5.51143 0.65679 -3.37059
H 5.25788 0.56649 -5.12828
H 4.80226 -0.79796 -4.08642
F -2.33467 3.93814 -0.08689
C -1.64626 3.90089 -1.35413
F -2.63201 3.97755 -2.29897
C -0.96841 5.27208 -1.37052
F -0.25920 5.42151 -2.50253
F -1.82328 6.31098 -1.29269
F -0.11408 5.39483 -0.33728
```

lowest unoccupied orbital energy (alpha / beta): 2.50 / 2.49 eV
net charge: -1
energy above the lowest of the compared OMol25 structures with the same formula, charge and spin: 9.16 kcal/mol
multiplicity: 6
total energy: -175424.84290 eV

---

This record from OMol25 describes a 2-piece molecular cluster, C5H9N2O overall. The level of theory is ωB97M-V/def2-TZVPD.

Structure (XYZ):
```
17
Properties=species:S:1:pos:R:3
C -2.18664 -1.34475 -1.96732
C -1.93692 -2.29398 -1.27564
C 0.66281 1.07772 0.48999
C 2.50097 2.41444 0.11042
C 0.24531 -0.18778 0.60620
N 1.99596 1.25707 0.17683
N -1.14020 -0.57720 0.88053
O 1.00867 -1.27923 0.49932
H -2.39696 -0.49279 -2.54673
H -1.74632 -3.21533 -0.80011
H -0.01714 1.92119 0.59582
H 1.95874 3.33993 0.31280
H 3.54088 2.48951 -0.16762
H -1.53026 -1.11280 0.01757
H -1.72139 0.23996 1.08879
H -1.15732 -1.22682 1.68130
H 1.91980 -1.00915 0.29786
```

lowest unoccupied orbital energy: -3.26 eV
net charge: +1
energy above the lowest of the compared OMol25 structures with the same formula, charge and spin: 94.39 kcal/mol
total energy: -10348.52789 eV

---

This record from OMol25 describes a 2-piece molecular cluster, C3H7FNO overall. The level of theory is ωB97M-V/def2-TZVPD.

Structure (XYZ):
```
13
Properties=species:S:1:pos:R:3
C -0.27513 2.20572 1.79321
C -0.51590 -1.22198 -1.93240
C 0.80298 -0.97839 0.02130
N -0.00722 -0.52679 -1.06207
O 0.05454 1.77798 0.75096
F -0.65098 1.27013 2.67527
H -0.49304 3.31637 2.08923
H -0.29885 -2.34492 -2.02580
H -1.39357 -0.86925 -2.48073
H -0.19225 0.50281 -0.91913
H 0.13517 -0.53830 0.80054
H 1.03444 -2.10033 0.10364
H 1.79980 -0.49306 0.18599
```

lowest unoccupied orbital energy: -4.66 eV
net charge: +1
energy above the lowest of the compared OMol25 structures with the same formula, charge and spin: 23.82 kcal/mol
total energy: -9471.28193 eV